{
  "formula": "C8H12N3O",
  "method": "ωB97M-V with the def2-TZVPD basis set",
  "gap_ev": 8.7,
  "charge": 1,
  "smiles": "NO[C@@H]1[NH2+]Cc2cccc(N)c21",
  "symbols": ["N", "O", "C", "N", "C", "C", "C", "C", "C", "C", "N", "C", "H", "H", "H", "H", "H", "H", "H", "H", "H", "H", "H", "H"],
  "coordinates": [[-3.34490, -0.70885, -0.21195], [-1.95632, -1.08208, -0.31074], [-1.14009, -0.15026, 0.38131], [-1.47541, 1.28094, -0.13686], [-0.23500, 2.13889, 0.15226], [0.85088, 1.11081, -0.00019], [2.16802, 1.35161, -0.23805], [2.98078, 0.26003, -0.27051], [2.49793, -1.03913, -0.04373], [1.14572, -1.30683, -0.00082], [0.62529, -2.62986, 0.04691], [0.34835, -0.18591, 0.11767], [-3.72326, -1.27405, 0.55351], [-3.62849, -1.12050, -1.07939], [-1.39202, -0.37367, 1.46411], [-2.44910, 1.72034, 0.22673], [-1.50731, 1.32505, -1.25995], [-0.55268, 2.67855, 1.07571], [-0.11281, 2.92776, -0.62185], [2.52430, 2.43088, -0.20243], [4.06897, 0.44302, -0.37244], [3.21351, -1.88248, 0.14698], [1.38813, -3.27520, 0.27777], [-0.29450, -2.63907, 0.30595]],
  "atomic_forces_ev_per_a": [[0.722, 0.092, 0.569], [1.350, 0.431, -0.166], [-1.076, -0.590, -0.032], [-1.917, 1.627, -1.696], [-1.199, 0.836, -0.257], [-1.203, -0.233, 0.921], [0.091, 2.608, 0.366], [1.899, -1.193, 0.476], [1.877, -0.350, -0.327], [-0.778, -1.532, 0.691], [4.486, 2.609, -1.027], [-1.470, 0.561, -0.611], [-0.012, -0.007, -0.273], [-0.884, -0.147, -0.408], [0.204, 1.481, -0.764], [2.847, -1.517, -0.991], [-0.378, -1.008, 3.107], [1.307, -0.654, -0.110], [-0.385, -0.507, 0.399], [-0.187, -1.678, -0.447], [-0.779, -0.424, 0.119], [-0.636, 0.922, -0.640], [-1.459, -0.178, 0.109], [-2.421, -1.148, 0.991]]
}

{
  "formula": "BrCo",
  "method": "ωB97M-V with the def2-TZVPD basis set",
  "gap_ev": [8.3, 6.9],
  "multiplicity": 4,
  "charge": 1,
  "s2": 3.76,
  "symbols": ["Co", "Br"],
  "coordinates": [[0.10316, 0.68014, 0.98118], [-0.10316, -0.68014, -0.98118]],
  "atomic_forces_ev_per_a": [[-0.236, -1.556, -2.246], [0.236, 1.556, 2.246]]
}

Here are the calculated electronic energy numbers, same order: -14999.4788, -107658.5662 (eV).
Here are the calculated max |F| numbers, same order: 5.29, 2.74 (eV/Å).